(1)
ORCA calculation (wB97M-V/def2-TZVPD) on 2 unconnected molecules or ions with the total composition C5H4O3S.

```
13
C5H4O3S | the OMol25 dataset | wB97M-V/def2-TZVPD
C 0.24708 -1.67141 1.73946
C -1.03045 -1.97519 1.44813
C -0.74213 0.14829 1.04809
C -0.15705 1.94368 -2.76865
C 0.33914 1.71000 -1.59764
O -0.61629 2.19728 -3.80882
O 0.40239 -0.34976 1.48211
O -1.62046 -0.83102 1.02231
S 2.04028 1.19740 -1.38140
H 1.07282 -2.24246 2.10022
H -1.60502 -2.87568 1.48133
H -0.26910 1.65199 -0.70739
H 1.93880 1.09688 -0.05774
```

## Properties
ΔE to the lowest compared entry with this formula, charge and spin = 22.6 kJ/mol
2S+1 = 1
Kohn-Sham gap = 8.5 eV
highest occupied orbital energy = -7.95 eV
net charge = 0

These are the natural (NBO) partial charges, in e, on atoms 1 to 2: C 0.03; C 0.03



(2)
ORCA calculation (wB97M-V/def2-TZVPD) on a molecular structure, C40H44CoN4S.

```
90
C40H44CoN4S | the OMol25 dataset | wB97M-V/def2-TZVPD
Co -0.01880 -0.07626 0.39208
N 0.48671 -3.44493 3.36400
N -1.07834 -2.87760 -2.20061
C 0.44938 1.59149 -0.54580
C 1.59227 0.75731 -0.19751
C 1.63516 0.65793 1.23315
C 2.67756 0.01186 2.04118
H 3.38195 -0.58002 1.45029
H 1.92313 -1.16622 2.67119
H 3.07591 0.50873 2.92841
C 0.45517 1.26994 1.75680
C 0.23484 1.49535 3.20134
H 1.12767 1.96912 3.62406
H 0.09250 0.55863 3.75075
H -0.62699 2.13187 3.42271
C -0.28157 1.85724 0.65981
C -1.36757 2.87823 0.83449
H -2.13207 2.53661 1.54932
H -1.86852 3.10470 -0.11621
H -0.95315 3.82263 1.22575
C 2.72939 0.40447 -1.09321
H 3.62586 0.99376 -0.85451
H 2.47856 0.57307 -2.14509
H 2.98380 -0.65591 -0.97741
C 0.39727 2.47861 -1.74192
H -0.62947 2.80122 -1.94798
H 0.76547 1.95461 -2.62974
H 1.01307 3.38770 -1.61315
C -0.31395 -4.37133 3.82074
H 0.02931 -4.80926 4.74121
C -1.48964 -4.77906 3.18570
H -2.08529 -5.56908 3.66482
C -1.85831 -4.10735 2.01931
H -2.72730 -4.47718 1.47520
C -1.12657 -3.01069 1.54907
H -1.18531 -2.73824 0.45885
C 0.00245 -2.62471 2.44000
C 0.91541 -1.56391 2.19247
H 1.17887 -1.64009 1.12048
C -0.59872 -1.59764 -1.93666
C 0.01274 -3.29143 -2.90204
H 0.72777 -4.17193 -2.95676
C 0.13610 -2.24511 -3.87363
H 0.16890 -2.31180 -4.97167
N -0.25253 -1.06751 -3.20202
C -0.46644 0.19230 -3.83561
C 0.45434 0.46660 -4.86364
C 0.19924 1.50595 -5.75924
H 0.91949 1.72074 -6.55123
C -0.95632 2.27890 -5.65410
C -1.18087 3.39757 -6.63947
H -1.74012 4.22156 -6.17583
H -1.74927 3.04761 -7.51606
H -0.21069 3.77021 -6.99729
C -1.90371 1.97411 -4.66425
H -2.82909 2.56969 -4.62695
C -1.68200 0.92812 -3.74291
C -2.71218 0.62412 -2.70457
H -2.94871 -0.44172 -2.69713
H -3.64437 1.18066 -2.88338
H -2.35581 0.88704 -1.69654
C 1.69144 -0.34409 -4.97586
H 1.52403 -1.34488 -5.38620
H 2.18782 -0.46139 -4.00831
H 2.39880 0.12709 -5.66305
N -1.82993 -0.51201 0.96025
S -2.06062 -0.91923 2.60281
C -3.16321 0.29921 3.22322
C -4.40388 0.40625 2.57855
C -5.33297 1.31391 3.07547
C -5.02635 2.09669 4.19354
C -3.78599 1.98021 4.82675
C -2.85324 1.06215 4.35785
C -1.50272 -1.53206 4.60340
C -2.56055 -2.01478 5.29422
C -2.38472 -2.39483 6.64946
C -1.10803 -2.27809 7.22039
C -0.02639 -1.82356 6.47748
C -0.21727 -1.45975 5.12117
H -2.65489 -0.00765 0.63742
H -4.60582 -0.24292 1.72622
H -6.29800 1.39451 2.58039
H -5.76373 2.79948 4.57967
H -3.53354 2.58928 5.69359
H -1.91395 0.88660 4.88321
H -3.54932 -2.10641 4.82608
H -3.22721 -2.75995 7.23072
H -0.96074 -2.55896 8.27167
H 0.97942 -1.75163 6.90110
H 0.63765 -1.20839 4.51764
```

## Properties
ΔE to the lowest compared entry with this formula, charge and spin = 664.1 kJ/mol
2S+1 = 5
Kohn-Sham gap (spin up / spin down) = 4.2 / 3.5 eV
highest occupied orbital energy (spin up / spin down) = -1.96 / -2.11 eV
net charge = -1
<S²> = 6.174

These are the Mulliken partial charges, in e, on atoms 1 to 2: Co -0.08; N -0.56



Number 1: molar mass 144.2 u, largest force on an atom 0.036 Eh/bohr. Number 2: molar mass 671.8 u, largest force on an atom 0.110 Eh/bohr.